Below is C25H20ClMoN3P as an isolated structure, with properties calculated with wB97M-V/def2-TZVPD.

Its multiplicity is 3. Its LUMO energy (spin up / spin down) is -0.1451 / -0.2119 Ha. The calculation puts the maximum force at 4.1 eV/A. For the energy above the lowest of the compared OMol25 structures with the same formula, charge and spin, the calculation gives 13.9 kJ/mol. Its charge is +1. Its calculated total energy is -1998.331662 Eh. The HOMO-LUMO gap (spin up / spin down) comes out at 7.21 / 5.11 eV.

Element x y z (Å)
1 C 3.044 -2.795 0.961
2 C 2.596 -1.543 0.482
3 C 2.463 -0.644 1.596
4 H 2.495 -1.228 -0.575
5 C 2.806 -1.334 2.768
6 C 3.146 -2.714 2.418
7 H 3.484 -3.536 3.101
8 H 3.309 -3.660 0.354
9 H 2.266 0.416 1.460
10 H 2.804 -0.945 3.785
11 Mo 1.054 -2.581 2.046
12 Cl -0.741 -1.529 3.345
13 P -0.623 0.828 -0.433
14 C -0.011 2.093 0.655
15 C 0.537 3.231 0.029
16 H 0.631 3.265 -1.052
17 C 0.977 4.303 0.801
18 H 1.357 5.205 0.313
19 C 0.933 4.248 2.195
20 H 1.262 5.091 2.804
21 C 0.460 3.088 2.825
22 H 0.441 3.030 3.918
23 C -0.003 2.004 2.072
24 H -0.340 1.077 2.543
25 C 0.161 0.793 -2.027
26 C 1.555 0.981 -2.193
27 H 2.205 1.082 -1.318
28 C 2.092 0.999 -3.482
29 H 3.163 1.167 -3.610
30 C 1.271 0.826 -4.598
31 H 1.686 0.932 -5.600
32 C -0.077 0.508 -4.411
33 H -0.711 0.342 -5.280
34 C -0.620 0.414 -3.135
35 H -1.632 0.039 -2.988
36 C -2.370 0.637 -0.425
37 C -3.054 1.870 -0.476
38 H -2.491 2.814 -0.454
39 C -4.449 1.862 -0.548
40 H -4.981 2.811 -0.645
41 C -5.161 0.659 -0.509
42 H -6.244 0.659 -0.553
43 C -4.470 -0.548 -0.406
44 H -5.022 -1.489 -0.377
45 C -3.078 -0.581 -0.352
46 H -2.505 -1.495 -0.236
47 N 0.535 -4.045 0.925
48 C 0.054 -5.080 0.610
49 N -0.431 -6.243 0.475
50 C -0.069 -7.220 1.243
51 N 0.295 -8.065 1.958

Below is C25H20I2MgN5O4 as an isolated structure, with properties calculated with wB97M-V/def2-TZVPD.

Its multiplicity is 1. Its LUMO energy is 0.0773 Ha. The calculation puts the maximum force at 0.5 eV/A. For the energy above the lowest of the compared OMol25 structures with the same formula, charge and spin, the calculation gives 28.7 kJ/mol. Its charge is -1. Its calculated total energy is -2335.120862 Eh. The HOMO-LUMO gap comes out at 6.39 eV.

Element x y z (Å)
1 Mg -0.166 -0.045 0.284
2 O 4.771 1.829 -0.110
3 C 4.374 2.266 1.094
4 C 5.141 3.251 1.722
5 C 4.791 3.722 2.972
6 C 3.667 3.226 3.626
7 C 2.903 2.256 3.003
8 C 3.233 1.761 1.742
9 C 2.341 0.733 1.122
10 O 1.308 0.347 1.743
11 N 2.713 0.320 -0.089
12 N 1.833 -0.606 -0.595
13 C 2.113 -1.085 -1.738
14 C 1.261 -2.119 -2.345
15 C 1.056 -2.113 -3.725
16 C 0.224 -3.069 -4.279
17 C -0.365 -4.003 -3.441
18 C -0.083 -3.942 -2.085
19 N 0.717 -3.034 -1.537
20 H 4.119 1.114 -0.363
21 H 6.014 3.623 1.197
22 H 5.401 4.486 3.444
23 H 3.390 3.598 4.604
24 H 2.011 1.854 3.469
25 H 2.969 -0.713 -2.298
26 H 1.521 -1.346 -4.331
27 H 0.026 -3.077 -5.343
28 H -1.038 -4.761 -3.821
29 H -0.526 -4.663 -1.404
30 I -3.514 -1.767 -3.298
31 C -3.619 -1.836 -1.224
32 C -4.814 -2.235 -0.609
33 C -4.959 -2.260 0.753
34 I -6.786 -2.868 1.564
35 C -3.878 -1.862 1.589
36 C -3.904 -1.808 3.000
37 C -2.800 -1.387 3.691
38 C -1.648 -1.016 2.978
39 N -1.592 -1.066 1.668
40 C -2.673 -1.473 0.966
41 C -2.490 -1.449 -0.486
42 O -1.369 -1.086 -0.964
43 H -5.644 -2.525 -1.241
44 H -4.806 -2.095 3.524
45 H -2.801 -1.331 4.771
46 H -0.754 -0.667 3.487
47 N -0.658 3.023 -2.927
48 C -0.155 2.340 -1.848
49 O 0.474 1.300 -2.005
50 C -0.411 2.937 -0.484
51 C -1.157 1.911 0.376
52 H -0.681 2.522 -3.798
53 H -1.355 3.727 -2.767
54 H -0.893 3.922 -0.599
55 H 0.581 3.127 -0.062
56 H -2.198 1.830 0.019
57 H -1.214 2.284 1.409

Below is C25H20N2O3PSSbSe4Zr as an isolated structure, with properties calculated with wB97M-V/def2-TZVPD.

Its multiplicity is 1. Its LUMO energy is -0.0648 Ha. The calculation puts the maximum force at 4.3 eV/A. For the energy above the lowest of the compared OMol25 structures with the same formula, charge and spin, the calculation gives 237.9 kJ/mol. Its calculated total energy is -11932.562787 Eh. The HOMO-LUMO gap comes out at 5.64 eV.

Element x y z (Å)
1 Zr -0.616 -1.311 0.853
2 N 1.891 0.068 -2.537
3 C 2.330 0.969 -1.596
4 C 3.692 1.243 -1.455
5 C 4.131 2.167 -0.528
6 C 3.226 2.867 0.256
7 C 1.876 2.575 0.157
8 C 1.410 1.604 -0.728
9 P -0.294 0.943 -0.603
10 C -0.985 2.014 0.726
11 C -0.600 1.636 2.014
12 C -1.205 2.186 3.131
13 C -2.207 3.133 2.967
14 C -2.584 3.526 1.693
15 C -1.986 2.963 0.571
16 C -1.111 1.542 -2.113
17 C -1.942 0.731 -2.876
18 C -2.569 1.247 -4.003
19 C -2.358 2.566 -4.370
20 C -1.505 3.372 -3.624
21 C -0.881 2.865 -2.498
22 H 0.971 0.191 -2.926
23 H 2.567 -0.292 -3.187
24 H 4.399 0.711 -2.082
25 H 5.191 2.362 -0.426
26 H 3.573 3.622 0.949
27 H 1.172 3.096 0.791
28 H 0.220 0.936 2.134
29 H -0.904 1.869 4.122
30 H -2.696 3.555 3.835
31 H -3.374 4.256 1.572
32 H -2.327 3.238 -0.417
33 H -2.120 -0.308 -2.630
34 H -3.221 0.597 -4.571
35 H -2.852 2.974 -5.242
36 H -1.325 4.397 -3.920
37 H -0.211 3.484 -1.913
38 Se -3.978 -2.505 -2.736
39 Sb -2.655 -2.555 -0.729
40 Se -2.922 -0.337 0.541
41 Se -0.147 -2.480 -1.313
42 Se -2.757 -4.394 0.813
43 O -0.071 -2.164 4.755
44 S -0.013 -2.273 3.347
45 O -1.279 -2.061 2.603
46 N 0.938 -1.217 2.577
47 C 1.554 -1.840 1.552
48 O 1.728 -1.235 0.485
49 C 1.583 -3.324 1.667
50 C 2.163 -4.231 0.799
51 C 1.834 -5.570 0.956
52 C 0.926 -5.982 1.928
53 C 0.323 -5.070 2.786
54 C 0.691 -3.750 2.651
55 H 2.822 -3.898 0.010
56 H 2.258 -6.302 0.283
57 H 0.652 -7.025 1.998
58 H -0.428 -5.379 3.500

Below is C25H20N9ORhS as an isolated structure, with properties calculated with wB97M-V/def2-TZVPD.

Its multiplicity is 1. Its LUMO energy is -0.3100 Ha. The calculation puts the maximum force at 0.4 eV/A. Its charge is +2. Its calculated total energy is -2040.900346 Eh. The HOMO-LUMO gap comes out at 5.02 eV.

Element x y z (Å)
1 Rh -2.409 -2.512 -1.003
2 S -2.301 -4.387 -2.140
3 C -0.616 -3.805 -2.419
4 C 0.466 -4.272 -3.116
5 C 1.615 -3.475 -3.082
6 C 1.635 -2.279 -2.380
7 C 0.496 -1.869 -1.702
8 N -0.578 -2.655 -1.743
9 H 0.424 -5.204 -3.662
10 H 2.500 -3.796 -3.616
11 H 2.520 -1.659 -2.358
12 H 0.430 -0.945 -1.142
13 C 0.094 -2.071 3.853
14 N -0.922 -1.945 2.800
15 C -0.875 -2.421 1.570
16 N -1.991 -2.062 0.933
17 C -2.710 -1.377 1.875
18 N -2.075 -1.283 3.009
19 C 1.394 -1.401 3.474
20 C 2.579 -1.841 4.052
21 C 3.779 -1.213 3.746
22 C 3.812 -0.156 2.849
23 C 2.627 0.279 2.265
24 C 1.420 -0.336 2.586
25 C 2.632 1.388 1.312
26 N 3.610 2.105 0.884
27 N 3.071 3.018 -0.010
28 C 1.808 2.784 -0.058
29 O 1.446 1.751 0.754
30 C 0.756 3.429 -0.839
31 C 1.052 4.444 -1.747
32 C 0.028 5.017 -2.485
33 C -1.283 4.575 -2.336
34 C -1.576 3.571 -1.425
35 C -2.981 3.055 -1.246
36 N -3.010 1.607 -1.506
37 C -2.894 0.603 -0.658
38 N -2.815 -0.536 -1.357
39 C -2.898 -0.128 -2.664
40 N -3.004 1.162 -2.778
41 C -0.556 3.010 -0.672
42 H 0.246 -3.135 4.036
43 H -0.361 -1.639 4.743
44 H -0.065 -3.013 1.177
45 H -3.708 -0.998 1.725
46 H 2.569 -2.671 4.748
47 H 4.696 -1.556 4.206
48 H 4.741 0.337 2.597
49 H 0.504 0.045 2.152
50 H 2.077 4.771 -1.863
51 H 0.251 5.806 -3.190
52 H -2.073 5.017 -2.931
53 H -3.672 3.511 -1.951
54 H -3.362 3.206 -0.236
55 H -2.874 0.712 0.411
56 H -2.894 -0.803 -3.505
57 H -0.773 2.242 0.062